# 1
4
Properties=species:S:1:pos:R:3:nbo_charge:R:1 method="wB97M-V/def2-TZVPD" homo_ev=-8.50 charge=0 orbital_gap_ev=7.27 total_energy_ev=-20997.0575
I -0.3918 2.2733 0.7916 0.985
S 1.5250 2.8272 1.8208 -0.528
O -0.0857 0.3129 0.7338 -0.950
H 0.2324 -0.0390 -0.1832 0.494

***

# 2
13
Properties=species:S:1:pos:R:3:nbo_charge:R:1 method="wB97M-V/def2-TZVPD" homo_ev=-9.15 charge=0 orbital_gap_ev=9.90 total_energy_ev=-17594.4238
S -0.7115 1.3919 -0.5214 1.379
O -1.1774 1.4764 0.8684 -0.961
N 0.9823 0.9000 -0.6474 -0.866
C -1.6847 -1.0076 0.3386 -0.403
C -1.3733 -0.4091 -0.7625 -0.400
C 1.7472 0.0553 0.3575 -0.423
H 2.1421 -0.7986 -0.2029 0.196
H -1.7186 -0.8079 -1.7158 0.211
H -1.4696 -0.4175 1.2292 0.237
H 1.2567 -0.5072 1.1303 0.228
H 2.5308 0.6032 0.7454 0.197
H -2.0264 -2.0353 0.4216 0.210
H 1.5024 1.5564 -1.2410 0.395

***

# 3
10
Properties=species:S:1:pos:R:3:nbo_charge:R:1 method="wB97M-V/def2-TZVPD" homo_ev="-16.02 / -16.02" charge=+1 orbital_gap_ev="9.18 / 9.18" total_energy_ev=-6159.2105
N 0.4169 -0.9832 -0.6236 -0.469
N -0.4412 0.2517 0.8897 -0.279
C -0.7580 -0.3567 -0.6029 0.470
C -1.0581 1.0304 -0.1967 -0.174
C 0.8655 -0.3685 0.6146 -0.066
H 1.2692 -1.0297 1.4073 0.268
H 1.5723 0.3584 0.2908 0.239
H -1.9921 0.9936 0.2047 0.271
H -0.6709 1.8546 -0.6526 0.246
H 0.7966 -1.7505 -1.3313 0.495